The following is a quantum chemistry calculation of a cluster of 10 separate species, C13H46N2O16 in total in a non-equilibrium geometry, from OMol25.

Cartesian coordinates (Å):
N: 0.04713 -1.07237 0.71587
C: -0.22176 0.04953 0.10389
N: 0.88408 0.79122 0.10313
O: -1.26365 0.35301 -0.46422
H: 1.04255 -1.16336 0.86060
H: -0.62094 -1.82637 0.78849
H: 1.62886 0.79086 0.78534
H: 0.85192 1.57248 -0.53617
O: 1.57102 5.94739 1.17511
C: 2.21045 6.29544 -0.06357
C: 1.62438 5.40674 -1.17144
O: 1.66331 3.98862 -0.92342
H: 1.49062 4.99113 1.14868
H: 2.23515 7.36797 -0.25638
H: 3.27054 6.07208 0.05654
H: 2.17831 5.62832 -2.08366
H: 0.62283 5.63073 -1.53863
H: 1.13040 3.51985 -1.56983
O: -4.17058 -0.19331 1.02016
C: -4.66494 -0.28504 2.36361
C: -4.50318 1.06679 3.12411
O: -3.16848 1.49901 3.24889
H: -3.21971 -0.06578 1.05469
H: -5.71484 -0.57478 2.32065
H: -4.16344 -1.05680 2.94756
H: -4.99541 1.18531 4.08939
H: -4.95772 1.71347 2.37358
H: -2.82230 0.93464 3.94405
O: 2.74722 -4.67376 -0.72389
C: 2.04950 -3.92165 -1.73003
C: 2.86111 -3.92433 -3.03378
O: 3.28042 -5.14289 -3.44630
H: 2.23391 -5.45245 -0.49639
H: 1.04655 -4.30821 -1.91101
H: 1.96636 -2.92107 -1.30575
H: 3.80355 -3.40569 -2.85797
H: 2.34093 -3.40665 -3.83972
H: 3.30880 -5.73970 -2.69490
O: -1.13384 3.39446 3.14327
C: -1.48278 4.31466 2.19555
C: -1.53683 3.76486 0.79339
O: -2.65580 2.92766 0.64066
H: -1.76263 2.66913 3.15435
H: -2.39387 4.85893 2.44412
H: -0.76065 5.12810 2.12518
H: -0.61823 3.31760 0.41361
H: -1.62816 4.55723 0.05048
H: -2.70498 2.34016 1.39830
O: -2.08616 -3.14480 0.16801
C: -1.97697 -4.41852 0.88297
C: -0.63758 -4.32577 1.62819
O: -0.22633 -5.57742 2.29565
H: -2.98408 -3.00367 -0.14087
H: -2.79755 -4.42105 1.60043
H: -2.16448 -5.26007 0.21608
H: -0.78807 -3.47118 2.28784
H: 0.05729 -4.23862 0.79293
H: -0.47508 -5.41941 3.20930
O: 5.13395 -3.25168 -0.68932
C: 5.03763 -2.11920 0.10622
C: 4.52210 -0.95563 -0.78870
O: 3.11561 -0.73565 -0.80399
H: 4.26600 -3.60371 -0.89993
H: 4.41246 -2.22357 0.99300
H: 6.08829 -2.04850 0.38766
H: 4.97328 -1.00557 -1.77968
H: 4.82460 0.03307 -0.44365
H: 2.81453 -0.52474 -1.69082
O: -0.05068 2.66273 -2.69995
H: -0.08275 2.04409 -3.42966
H: -0.74203 2.36968 -2.10632
O: -1.35532 -0.86446 -3.19394
H: -2.24547 -1.18744 -3.33376
H: -1.31358 -0.67393 -2.25682
O: -3.91405 0.55800 -2.99871
H: -3.54181 0.92156 -2.19529
H: -4.78910 0.94216 -3.05305

Gap between HOMO and LUMO in eV: 9.571
SMILES string: NC(N)=O.OCCO.OCCO.OCCO.OCCO.OCCO.OCCO.O.O.O

The following is a quantum chemistry calculation of a structure of composition C18H31Cl2N4O4Sn in a non-equilibrium geometry, from OMol25.

Cartesian coordinates (Å):
O: 1.06821 -2.26399 0.84735
C: 2.07375 -2.38368 0.16535
C: 2.61107 -3.66021 -0.39568
C: 1.91843 -4.88870 -0.32780
H: 0.88573 -4.89515 0.02294
C: 2.54372 -6.07820 -0.71305
H: 2.01200 -7.02648 -0.65088
C: 3.87116 -6.06678 -1.16502
H: 4.40130 -7.00006 -1.37422
C: 4.53894 -4.84083 -1.29927
H: 5.56340 -4.81187 -1.68366
C: 3.91163 -3.65577 -0.92385
H: 4.41856 -2.69655 -1.02075
H: 2.67164 -1.48170 -0.08564
C: 1.75204 0.14985 2.70275
C: 1.11737 1.27326 1.99673
H: 1.94831 0.36634 3.76398
H: 2.69807 -0.15163 2.22937
H: 1.10933 -0.73209 2.63698
C: 1.14435 2.58361 2.23780
C: 1.49578 3.22370 3.55266
H: 0.88176 3.30640 1.46675
H: 2.31373 2.69237 4.05967
H: 0.62882 3.26241 4.22978
H: 1.79924 4.26674 3.39669
Sn: -0.41419 0.72262 0.45705
Cl: -1.43574 -0.90337 2.03990
Cl: 1.15508 0.14171 -1.32534
H: -2.09419 -3.89703 -1.73625
H: -4.19647 -3.71228 -1.26398
C: -1.73591 -2.89013 -1.51298
C: -4.07100 -2.86677 -0.58229
N: -2.86475 -2.14748 -0.94969
H: -1.39890 -2.40387 -2.43167
C: -2.75953 -0.86138 -0.67444
O: -1.71087 -0.20551 -0.96704
H: -4.91275 -2.17569 -0.67571
H: -3.58937 -0.36250 -0.15367
H: -0.89244 -2.93232 -0.81163
H: -4.03223 -3.22608 0.45704
H: -0.97803 5.85829 -2.45463
H: -0.47869 4.57578 -4.67225
C: -0.24921 5.20170 -1.95858
C: 0.24148 4.00672 -4.07242
N: -0.16145 3.93139 -2.67469
H: -0.55905 5.00678 -0.93160
C: -0.35289 2.75358 -2.08127
O: -0.47254 2.64105 -0.82292
H: 0.31247 2.99676 -4.47773
H: -0.38238 1.86812 -2.72974
H: 0.72665 5.70571 -1.97451
H: 1.21890 4.49358 -4.17274
N: -2.41898 1.79947 3.24532
C: -2.69422 2.34911 2.04698
N: -3.56142 3.38753 1.99804
O: -2.20324 1.91623 0.96354
H: -2.93196 2.13564 4.05493
H: -2.11352 0.81504 3.23110
H: -3.62236 3.86511 1.11265
H: -3.74466 3.92150 2.83224

Charge: -1
Gap between HOMO and LUMO (alpha / beta) in eV: 2.255 / 2.557

The following is a quantum chemistry calculation of a structure of composition C16H18IrN4O6 in a non-equilibrium geometry, from OMol25.

Cartesian coordinates (Å):
Ir: 0.24905 0.65213 -0.54433
O: 3.90280 -1.82096 -0.98689
C: 3.83573 -2.45765 0.20742
C: 4.67690 -3.53618 0.47711
C: 4.62519 -4.18511 1.69355
C: 3.72587 -3.77232 2.67133
C: 2.87572 -2.72277 2.40261
C: 2.90485 -2.04813 1.17462
C: 1.92195 -0.97385 0.94988
O: 1.95864 -0.29970 -0.17786
N: 1.01790 -0.74466 1.85815
N: 0.18397 0.25819 1.41016
C: -0.67897 0.74358 2.22669
C: -1.52784 1.86212 1.89881
C: -2.63786 2.15845 2.70574
C: -3.45205 3.22798 2.41529
C: -3.14369 4.04775 1.32484
C: -2.04184 3.79768 0.53355
C: -1.21629 2.69571 0.80086
O: -0.14300 2.50560 0.03801
H: 4.66053 -2.15640 -1.47933
H: 5.37404 -3.86266 -0.28619
H: 5.28831 -5.01898 1.88145
H: 3.69399 -4.26687 3.63155
H: 2.16384 -2.39306 3.14550
H: -0.73465 0.28571 3.20992
H: -2.84774 1.52622 3.55999
H: -4.31082 3.44708 3.03338
H: -3.77422 4.89894 1.10294
H: -1.77059 4.44195 -0.29222
C: -2.44951 1.14857 -5.03061
O: -1.14336 1.08318 -4.43034
C: -1.00467 0.92117 -3.14154
O: 0.12545 0.89448 -2.65811
N: -2.10873 0.80190 -2.35856
N: -1.89885 0.57981 -0.98653
H: -2.26996 1.32828 -6.08402
H: -3.02225 1.97653 -4.61292
H: -2.97366 0.19907 -4.91355
H: -3.02954 0.66465 -2.74114
H: -2.13299 -0.37794 -0.73226
H: -2.42696 1.25616 -0.43763
O: -0.44535 -2.00311 -0.86527
H: -0.21299 -2.50178 -0.07088
H: 0.21367 -2.26074 -1.52317

Charge: +1
Gap between HOMO and LUMO (alpha / beta) in eV: 7.381 / 7.382

The following is a quantum chemistry calculation of an isolated molecule of C17H17FN2O2S, from OMol25.

Cartesian coordinates (Å):
C: 1.71100 2.73519 -4.10908
C: 2.35742 2.65632 -2.73119
N: 1.36111 2.59240 -1.68478
C: 1.22604 1.54267 -0.85841
O: 1.94387 0.55582 -0.90176
C: 0.08930 1.66293 0.10761
C: -1.20650 1.84639 -0.36057
C: -2.27450 1.83828 0.51883
C: -2.05495 1.66625 1.87598
C: -0.76883 1.50444 2.35744
C: 0.29892 1.48723 1.47391
S: 1.96098 1.24097 2.07499
C: 1.76815 -0.42145 2.82019
C: 0.61369 -1.20774 2.21501
O: -0.24999 -1.67004 2.92976
N: 0.67821 -1.32784 0.86858
C: -0.28286 -1.87518 0.01482
C: -1.48771 -2.40847 0.46654
C: -2.40492 -2.91246 -0.43697
C: -2.11098 -2.88372 -1.78669
F: -3.01130 -3.37146 -2.67129
C: -0.91865 -2.36475 -2.25874
C: -0.00652 -1.86214 -1.35301
H: 1.10195 3.63283 -4.19675
H: 2.47934 2.76345 -4.87631
H: 1.07944 1.86694 -4.28118
H: 2.96010 1.75049 -2.64041
H: 2.99985 3.52719 -2.56480
H: 0.73153 3.37418 -1.59022
H: -1.37800 1.95731 -1.42180
H: -3.27909 1.96107 0.14406
H: -2.88663 1.65847 2.56342
H: -0.59144 1.37544 3.41370
H: 2.71648 -0.92929 2.64249
H: 1.60320 -0.32124 3.89310
H: 1.42361 -0.83061 0.37446
H: -1.70279 -2.42584 1.52134
H: -3.34222 -3.32614 -0.10046
H: -0.71620 -2.36039 -3.31819
H: 0.92649 -1.44578 -1.70031

Gap between HOMO and LUMO in eV: 8.728
SMILES string: CCNC(=O)c1ccccc1SCC(=O)Nc1ccc(F)cc1

The following is a quantum chemistry calculation of a structure of composition CF3O2PrS in a non-equilibrium geometry, from OMol25.

Cartesian coordinates (Å):
O: -0.96241 -1.94364 1.49279
Pr: -2.91477 -0.85342 1.25410
S: -0.58153 0.76932 -1.12033
O: -1.47459 0.85533 0.21900
C: 1.06389 0.27770 -0.50482
F: 2.09066 1.09068 -1.24669
F: 1.25894 0.74501 0.73422
F: 1.51980 -0.94098 -0.82828

Charge: +1
Gap between HOMO and LUMO (alpha / beta) in eV: 6.921 / 5.602
Expectation value of S²: 3.920
2S+1: 4

The following is a quantum chemistry calculation of a structure of composition C35H36BCl3FGeN4O5SeW in a non-equilibrium geometry, from OMol25.

Cartesian coordinates (Å):
W: 0.60702 -0.60446 1.73334
O: -1.40471 -5.80411 0.27664
C: -0.39811 -5.64433 -0.59753
C: -0.18551 -6.67748 -1.51621
C: 0.85329 -6.60061 -2.41580
C: 1.71378 -5.50156 -2.43065
C: 1.48960 -4.46935 -1.54713
C: 0.42683 -4.51421 -0.63840
C: 0.18912 -3.36380 0.25817
O: 0.78995 -2.18243 -0.08252
N: -0.51108 -3.50576 1.31929
N: -0.59832 -2.37694 2.15090
C: -1.48536 -2.46478 3.07334
C: -1.72909 -1.43812 4.07602
C: -2.68390 -1.76083 5.04779
C: -2.95793 -0.90810 6.09644
C: -2.26020 0.29319 6.18138
C: -1.32025 0.64044 5.23259
C: -1.04911 -0.21213 4.16228
O: -0.11583 0.23046 3.29150
H: -1.37235 -5.06658 0.91652
H: -0.84871 -7.53065 -1.48177
H: 1.01073 -7.41495 -3.11201
H: 2.54664 -5.46185 -3.11844
H: 2.15966 -3.61761 -1.53759
H: -2.08596 -3.36938 3.13719
H: -3.20416 -2.70786 4.97409
H: -3.69320 -1.17384 6.84233
H: -2.45359 0.96589 7.00758
H: -0.77007 1.56944 5.29169
C: -0.14839 -2.13440 -4.50779
C: -0.40474 -1.16553 -3.36835
C: -1.75099 -0.48698 -3.53741
O: -0.49371 -1.97483 -2.15405
B: 0.53065 -1.59092 -1.36627
O: 1.37778 -0.66353 -1.83928
C: 0.79514 -0.16014 -3.07744
C: 1.89513 -0.17476 -4.12093
C: 0.35397 1.26655 -2.79459
H: -0.97428 -2.84405 -4.55609
H: 0.76875 -2.70239 -4.35708
H: -0.08549 -1.61449 -5.46455
H: -2.51278 -1.24405 -3.72400
H: -1.74088 0.20216 -4.38344
H: -2.02543 0.05956 -2.63640
H: 2.32811 -1.16581 -4.24111
H: 2.68569 0.50651 -3.80672
H: 1.52284 0.16193 -5.08954
H: -0.36435 1.30032 -1.97496
H: -0.08683 1.73389 -3.67589
H: 1.22481 1.85140 -2.49631
C: -3.71271 1.75667 -1.40618
N: -2.58051 2.46855 -0.85623
C: -1.94773 2.14490 0.30987
Se: -1.43949 -0.02250 0.37920
N: -1.00200 3.10504 0.47668
C: -0.98135 3.99686 -0.58569
C: -0.18276 5.09013 -0.87413
C: -0.45215 5.76879 -2.05496
C: -1.48433 5.36913 -2.90742
C: -2.28384 4.27166 -2.61339
C: -2.00173 3.59079 -1.44074
H: -3.77001 0.77379 -0.94548
H: -3.58081 1.63371 -2.48144
H: -4.64121 2.29710 -1.21673
H: -0.36689 3.12909 1.25785
H: 0.61618 5.39673 -0.21198
H: 0.14936 6.62740 -2.32116
H: -1.66746 5.92859 -3.81495
H: -3.08467 3.96685 -3.27328
F: 4.12382 4.91265 4.13210
C: 3.51746 4.01146 3.32639
C: 4.27229 3.32977 2.39315
C: 3.63577 2.41522 1.56588
C: 2.26610 2.15325 1.66497
C: 1.60991 1.14129 0.77308
C: 1.55473 2.85769 2.63926
C: 2.16280 3.79495 3.46400
H: 5.33510 3.51723 2.32107
H: 4.21843 1.87393 0.82957
H: 2.35372 0.73163 0.08682
H: 0.87694 1.64101 0.14437
H: 0.51035 2.62226 2.81162
H: 1.60753 4.33240 4.22120
Cl: 3.02571 -1.43500 1.66073
Ge: 3.09549 -0.33648 3.92245
Cl: 1.69518 -2.07539 4.56006
Cl: 4.99864 -1.26931 4.64463

Gap between HOMO and LUMO (alpha / beta) in eV: 5.371 / 6.641
Expectation value of S²: 3.789
2S+1: 4

The following is a quantum chemistry calculation of a structure of composition C21H22Cl5N9O5PRe in a non-equilibrium geometry, from OMol25.

Cartesian coordinates (Å):
Re: -0.24224 0.62495 -0.23263
N: 0.62946 1.87095 -3.48903
C: 1.35976 0.82435 -3.01193
N: 2.26496 0.17335 -3.72643
N: 2.74616 -0.74435 -2.89723
N: 2.18236 -0.67415 -1.75723
N: 1.28246 0.32205 -1.75723
C: -0.46124 2.35835 -2.84793
N: -1.32204 3.21165 -3.37853
N: -2.21644 3.43285 -2.42393
N: -1.94014 2.78445 -1.36903
N: -0.81854 2.05705 -1.56563
H: 0.71496 2.07485 -4.47163
Cl: 0.02226 3.44405 1.68357
C: -1.50754 2.67975 1.81497
C: -1.71204 1.53815 1.04197
C: -2.98984 0.98505 1.11557
Cl: -3.32454 -0.40385 0.15957
C: -3.99874 1.50335 1.91407
Cl: -5.57234 0.81715 1.92937
C: -3.73864 2.61975 2.69917
Cl: -4.95304 3.25645 3.73487
C: -2.48594 3.21915 2.64027
Cl: -2.17614 4.63335 3.55607
C: -3.68254 -1.76915 -2.76843
O: -2.48214 -2.45685 -2.49123
P: -1.12234 -1.59065 -2.07663
O: -0.09284 -2.82565 -2.29623
C: -0.00864 -3.91685 -1.40663
O: -0.82894 -0.80565 -3.45203
C: -0.75874 -1.49045 -4.69493
H: -4.19214 -2.32775 -3.55663
H: -3.48634 -0.75395 -3.12013
H: -4.31194 -1.71605 -1.87833
H: -0.46484 -4.79225 -1.87703
H: -0.52714 -3.72635 -0.46593
H: 1.04996 -4.10755 -1.21393
H: -1.03354 -0.76725 -5.46273
H: -1.44334 -2.33965 -4.70423
H: 0.25526 -1.85105 -4.87123
O: -0.46894 -0.82435 1.26177
O: -0.66444 -0.46555 2.55127
C: 3.18636 -1.59515 0.98507
C: 1.94476 -1.16875 1.78327
C: 1.54436 -2.30845 2.73927
C: 0.77736 -1.02045 0.81147
C: 2.24986 0.12975 2.50577
C: 2.52806 1.26825 1.75237
C: 2.91056 2.44735 2.36677
C: 2.99616 2.51575 3.74557
C: 2.71206 1.39395 4.50197
C: 2.34246 0.20935 3.88927
H: 3.05666 -2.60665 0.60357
H: 4.07276 -1.56835 1.61497
H: 3.33136 -0.94095 0.13147
H: 1.31856 -3.21435 2.17667
H: 0.65586 -2.01065 3.29207
H: 2.34996 -2.54155 3.43137
H: 0.78806 -1.83655 0.07367
H: 2.45126 1.22325 0.67047
H: 3.12876 3.31975 1.76917
H: 3.28896 3.43575 4.22957
H: 2.77026 1.43455 5.58257
H: 2.11596 -0.64725 4.50597

Charge: -1
Gap between HOMO and LUMO (alpha / beta) in eV: 6.317 / 6.626
Expectation value of S²: 0.767
2S+1: 2

The following is a quantum chemistry calculation of the ion C3H9N2 with charge +1 in a non-equilibrium geometry, from OMol25.

Cartesian coordinates (Å):
C: -1.52956 0.91574 0.90621
C: -0.54980 0.03100 -0.14387
N: -0.90107 -0.89558 -1.09480
C: 0.80171 0.15145 0.39018
N: 1.93908 -0.38216 -0.29871
H: -1.15099 1.35477 1.79152
H: -2.49716 0.46445 1.11023
H: -1.83458 1.71855 0.23363
H: -1.94072 -1.02896 -1.00515
H: -0.31649 -1.48357 -1.58271
H: 1.24182 0.85355 1.11994
H: 1.94044 -1.45126 -0.25955
H: 2.88656 -0.18291 0.08390
H: 1.91077 -0.06505 -1.25085

Charge: +1
Gap between HOMO and LUMO in eV: 9.110
SMILES string: C/C(N)=C/[NH3+]

Copy entry 5 word for word.
The following is a quantum chemistry calculation of a structure of composition CF3O2PrS in a non-equilibrium geometry, from OMol25.

Cartesian coordinates (Å):
O: -0.96241 -1.94364 1.49279
Pr: -2.91477 -0.85342 1.25410
S: -0.58153 0.76932 -1.12033
O: -1.47459 0.85533 0.21900
C: 1.06389 0.27770 -0.50482
F: 2.09066 1.09068 -1.24669
F: 1.25894 0.74501 0.73422
F: 1.51980 -0.94098 -0.82828

Charge: +1
Gap between HOMO and LUMO (alpha / beta) in eV: 6.921 / 5.602
Expectation value of S²: 3.920
2S+1: 4

What did the fifth record say?
The following is a quantum chemistry calculation of a structure of composition CF3O2PrS in a non-equilibrium geometry, from OMol25.

Cartesian coordinates (Å):
O: -0.96241 -1.94364 1.49279
Pr: -2.91477 -0.85342 1.25410
S: -0.58153 0.76932 -1.12033
O: -1.47459 0.85533 0.21900
C: 1.06389 0.27770 -0.50482
F: 2.09066 1.09068 -1.24669
F: 1.25894 0.74501 0.73422
F: 1.51980 -0.94098 -0.82828

Charge: +1
Gap between HOMO and LUMO (alpha / beta) in eV: 6.921 / 5.602
Expectation value of S²: 3.920
2S+1: 4